(1)
{
  "formula": "C4H5N3S",
  "method": "ωB97M-V with the def2-TZVPD basis set",
  "elements": ["C", "N", "C", "N", "C", "S", "C", "N", "H", "H", "H", "H", "H"],
  "positions_angstrom": [[-2.25750, -0.22758, -0.15461], [-1.33958, -0.86817, 0.76164], [-0.15575, -0.51854, 0.70102], [0.34128, 0.18461, -0.44682], [1.65495, 0.45598, -0.61664], [2.30048, 1.74854, -1.36813], [2.65940, -0.24119, 0.24798], [3.75581, -0.63371, 0.80391], [-3.21679, -0.76596, -0.18364], [-2.17209, 0.64059, 0.62676], [-1.82119, 0.04650, -1.26562], [0.62709, -0.63299, 1.62621], [-0.37613, 0.81191, -0.73207]],
  "spin_multiplicity": 1,
  "fmax_ev_per_a": 11.3,
  "total_charge": 0,
  "smiles": "C/N=C\\NC(=S)C#N",
  "e_above_lowest_kj_mol": 430.0,
  "homo_energy_ev": -9.47
}


(2)
{
  "formula": "C5H13Br3O2S2",
  "method": "ωB97M-V with the def2-TZVPD basis set",
  "elements": ["C", "Br", "Br", "Br", "H", "C", "S", "O", "C", "H", "H", "H", "H", "H", "H", "C", "S", "O", "C", "H", "H", "H", "H", "H", "H"],
  "positions_angstrom": [[-0.80103, -0.83721, 0.78139], [1.10288, -0.20679, 0.38025], [-1.92003, -0.79075, -0.74883], [-1.55666, -0.08981, 2.37301], [-0.60014, -1.86663, 0.98615], [-0.29339, 0.16375, -5.06738], [-1.78500, -0.78732, -4.91234], [-2.48241, -0.31173, -3.64296], [-2.56729, -0.25149, -6.44611], [-0.47058, 1.25114, -5.13752], [0.27623, -0.14396, -5.95724], [0.28567, -0.10672, -4.15517], [-2.54491, 0.76733, -6.62803], [-3.64581, -0.62635, -6.44664], [-2.12040, -0.74614, -7.35840], [0.78893, -0.06365, 5.64285], [1.50246, 1.41963, 4.99654], [1.83829, 2.25946, 6.18328], [3.01790, 0.56858, 4.52531], [1.15447, -1.04253, 5.15712], [-0.23009, 0.05880, 5.49369], [1.11193, -0.02972, 6.69967], [3.51150, 0.12193, 5.39996], [3.65472, 1.40992, 4.13977], [2.77276, -0.11973, 3.74164]],
  "spin_multiplicity": 1,
  "fmax_ev_per_a": 3.2,
  "total_charge": 0,
  "e_above_lowest_kj_mol": 0.0,
  "homo_energy_ev": -8.96
}


(3)
{
  "formula": "C4H5N3",
  "method": "ωB97M-V with the def2-TZVPD basis set",
  "elements": ["C", "N", "C", "C", "N", "C", "N", "H", "H", "H", "H", "H"],
  "positions_angstrom": [[-1.62012, 0.11860, 0.09786], [-0.43733, -0.39627, -0.59006], [0.78933, -0.35543, 0.17545], [1.89181, -0.87769, -0.65721], [2.70351, -1.34265, -1.33475], [1.06015, 0.99985, 0.74344], [1.03169, 2.05560, 1.21411], [-2.18500, -0.70248, 0.54767], [-2.26168, 0.62104, -0.62859], [-1.38115, 0.85414, 0.87811], [-0.29744, 0.05072, -1.48681], [0.70622, -1.02541, 1.04079]],
  "spin_multiplicity": 1,
  "fmax_ev_per_a": 1.2,
  "total_charge": 0,
  "smiles": "CNC(C#N)C#N",
  "e_above_lowest_kj_mol": 190.4,
  "homo_energy_ev": -10.44
}


(4)
{
  "formula": "C7H16N4O2S",
  "method": "ωB97M-V with the def2-TZVPD basis set",
  "elements": ["C", "N", "C", "C", "C", "S", "N", "O", "N", "C", "N", "O", "C", "C", "H", "H", "H", "H", "H", "H", "H", "H", "H", "H", "H", "H", "H", "H", "H", "H"],
  "positions_angstrom": [[0.59662, 0.36352, -1.93135], [1.27813, -0.61184, -1.09481], [2.68211, -1.00259, -1.36874], [0.46959, -1.51188, -0.36716], [-0.92478, -1.10527, 0.10271], [-1.05549, 0.30221, 1.66522], [0.10517, -0.12934, 2.83842], [-2.34011, 0.03655, 2.34330], [-0.96966, 1.74188, 1.10838], [0.23151, 2.45725, 1.01196], [-0.11818, 3.67953, 0.47330], [1.28753, 2.14662, 1.48295], [-2.20880, -0.92556, -0.68135], [-2.06239, -2.14809, 0.15131], [-0.06264, -0.17182, -2.79210], [0.01056, 0.94027, -1.24865], [1.34553, 0.98362, -2.42242], [2.77329, -2.03550, -1.83362], [3.20300, -0.28778, -2.06057], [3.31261, -1.00470, -0.44794], [1.02696, -1.75749, 0.61534], [0.26469, -2.49962, -0.97269], [0.97351, 0.13547, 2.47892], [-0.02851, 0.51384, 3.62720], [-0.98789, 4.11953, 0.48713], [0.66473, 4.29507, 0.43926], [-2.34898, -0.94310, -1.85660], [-2.83032, -0.15033, -0.31641], [-2.67061, -2.41936, 1.04450], [-1.61719, -3.01109, -0.47550]],
  "spin_multiplicity": 1,
  "fmax_ev_per_a": 4.1,
  "total_charge": 0,
  "smiles": "CN(C)CC1([S@](N)(=O)=NC(N)=O)CC1",
  "e_above_lowest_kj_mol": 0.0,
  "homo_energy_ev": -8.21
}


(5)
{
  "formula": "C8H14N2",
  "method": "ωB97M-V with the def2-TZVPD basis set",
  "elements": ["C", "C", "C", "C", "C", "C", "N", "N", "C", "C", "H", "H", "H", "H", "H", "H", "H", "H", "H", "H", "H", "H", "H", "H"],
  "positions_angstrom": [[-2.56591, -1.04933, -0.12754], [-1.42255, -0.45348, 0.75799], [-1.50185, 0.08596, 1.99285], [-0.25895, 0.78580, 2.26423], [0.56457, 0.54224, 1.27377], [1.96165, 1.11854, 1.09394], [-0.11416, -0.19740, 0.23689], [0.32106, -0.51054, -1.09725], [-0.01162, 0.56411, -2.13825], [1.63707, -1.09043, -1.22599], [-3.56879, -1.02532, 0.29106], [-2.56067, -0.52432, -1.06311], [-2.48966, -2.13593, -0.37568], [-2.41384, 0.03515, 2.67210], [-0.02465, 1.29845, 3.20208], [2.58546, 0.32832, 1.50031], [2.22020, 1.43112, 0.02082], [2.09023, 1.97380, 1.72772], [0.62538, 1.52134, -1.97326], [-1.08129, 0.94808, -2.06345], [-0.10231, 0.18547, -3.16331], [1.93384, -1.83836, -0.52101], [1.76771, -1.63796, -2.21773], [2.40906, -0.35531, -1.06719]],
  "spin_multiplicity": 1,
  "fmax_ev_per_a": 4.5,
  "total_charge": 0,
  "smiles": "Cc1ccc(C)n1N(C)C",
  "e_above_lowest_kj_mol": 270.9,
  "homo_energy_ev": -7.89
}


(6)
{
  "formula": "C30H31FN4O2",
  "method": "ωB97M-V with the def2-TZVPD basis set",
  "elements": ["O", "C", "N", "C", "C", "N", "C", "C", "N", "C", "C", "C", "C", "C", "C", "F", "C", "C", "C", "C", "C", "C", "C", "C", "C", "C", "O", "N", "C", "C", "C", "C", "C", "C", "C", "C", "C", "H", "H", "H", "H", "H", "H", "H", "H", "H", "H", "H", "H", "H", "H", "H", "H", "H", "H", "H", "H", "H", "H", "H", "H", "H", "H", "H", "H", "H", "H", "H"],
  "positions_angstrom": [[-2.88916, -0.62483, -1.77776], [-2.18294, -0.72740, -0.79870], [-0.85697, -0.96117, -0.87196], [-0.14660, -0.99556, -2.12881], [1.06453, -0.06533, -2.06130], [1.89555, -0.38343, -0.91091], [2.70181, -1.57857, -1.10160], [3.43180, -1.90007, 0.20744], [4.26409, -0.80744, 0.65424], [5.58734, -0.71921, 0.25445], [6.15424, -1.54902, -0.72105], [7.49507, -1.48322, -1.04997], [8.33492, -0.57883, -0.42693], [7.81353, 0.24968, 0.55178], [6.47938, 0.16339, 0.88343], [6.04433, 0.97307, 1.88708], [3.45991, 0.38965, 0.79290], [2.75848, 0.72103, -0.52738], [-2.71844, -0.61731, 0.63459], [-3.94588, -1.46630, 0.77944], [-3.89033, -2.76570, 1.25831], [-5.04534, -3.52357, 1.35285], [-6.26232, -2.99158, 0.95762], [-6.32222, -1.70080, 0.46741], [-5.16820, -0.93142, 0.38080], [-5.25406, 0.43814, -0.18964], [-6.21772, 0.81337, -0.83300], [-4.20028, 1.25365, 0.07290], [-4.14619, 2.55745, -0.54354], [-2.83971, 2.68243, -1.32248], [-1.71390, 2.56394, -0.34304], [-0.55417, 3.31877, -0.45916], [0.44000, 3.24474, 0.49916], [0.28034, 2.40969, 1.59322], [-0.86982, 1.65352, 1.71545], [-1.87287, 1.72241, 0.75547], [-3.09732, 0.85412, 0.91926], [-0.26251, -0.91670, -0.05779], [0.16231, -2.02329, -2.34913], [-0.83690, -0.67165, -2.91069], [1.62486, -0.12070, -3.00942], [0.70502, 0.95907, -1.93376], [2.05261, -2.41525, -1.36368], [3.43334, -1.43595, -1.91722], [4.02444, -2.80944, 0.11172], [2.67927, -2.06411, 0.98692], [5.53473, -2.25914, -1.24471], [7.88176, -2.14314, -1.81217], [9.37903, -0.52083, -0.68905], [8.43284, 0.95678, 1.08121], [4.06510, 1.23656, 1.10262], [2.70244, 0.20130, 1.56019], [2.14330, 1.61245, -0.39557], [3.52055, 0.92775, -1.30123], [-1.94538, -0.93473, 1.33901], [-2.94058, -3.18567, 1.55958], [-4.99355, -4.53362, 1.73228], [-7.16033, -3.58702, 1.02707], [-7.25332, -1.26449, 0.13905], [-5.01642, 2.63359, -1.19755], [-4.20095, 3.33862, 0.22586], [-2.79314, 3.63347, -1.85396], [-2.79495, 1.87225, -2.05540], [-0.43988, 3.97958, -1.30677], [1.32845, 3.85233, 0.40560], [1.04675, 2.35680, 2.35170], [-1.00213, 1.01487, 2.57803], [-3.42175, 0.90786, 1.97529]],
  "spin_multiplicity": 1,
  "fmax_ev_per_a": 0.6,
  "total_charge": 0,
  "smiles": "O=C(NCCN1CCN(c2ccccc2F)CC1)[C@@H]1c2ccccc2C(=O)N2CCc3ccccc3[C@H]12",
  "e_above_lowest_kj_mol": 3.4,
  "homo_energy_ev": -7.99
}